Record 1
Here is C8H18N3O3Pt as an isolated structure from the OMol25 dataset. Energies are from the ωB97M-V functional and the def2-TZVPD basis.

Geometry as XYZ:
```
33
Properties=species:S:1:pos:R:3:forces:R:3
Pt 0.398624 -0.314129 -0.096703 -0.615 0.111 0.709
N 0.838962 -0.530811 1.923409 0.359 -0.161 -0.703
C 1.733628 0.565372 2.403811 -0.127 0.224 -0.089
C 2.092341 1.533801 1.268194 0.108 -0.062 -0.102
O 3.014432 2.288281 1.379322 -0.064 0.013 0.082
O 1.266902 1.484002 0.234316 -0.290 -0.020 -0.294
H -0.063176 -0.479471 2.383826 0.016 -0.148 0.081
H 1.222256 -1.455793 2.082016 0.118 0.079 0.301
H 2.624608 0.165865 2.877219 0.029 -0.026 -0.073
H 1.185878 1.161395 3.133487 0.076 -0.081 0.115
C -1.565543 3.400356 -2.793619 0.098 0.033 0.035
N -1.352542 2.117806 -2.121026 -0.025 -0.037 -0.053
C -1.850175 2.025322 -0.744373 -0.146 -0.083 -0.022
C -0.677357 1.064925 -2.609790 0.283 0.099 -0.051
O -0.580610 0.003561 -1.876326 0.230 0.117 0.040
N -0.105774 0.987222 -3.824264 -0.012 -0.020 -0.012
C 0.678450 -0.204603 -4.159971 0.006 0.019 0.017
C -0.247402 1.836931 -5.007182 0.010 0.001 0.009
H -2.120585 4.039999 -2.116860 0.051 0.021 0.022
H -2.167737 3.289905 -3.691663 -0.053 0.016 0.036
H -0.623955 3.898823 -3.022766 0.009 -0.039 -0.050
H -2.506657 2.869654 -0.563619 -0.038 -0.024 -0.022
H -1.031633 2.074641 -0.027290 0.005 0.018 -0.006
H -2.422929 1.110919 -0.602388 0.051 -0.017 0.014
H 0.926354 -0.773793 -3.275456 0.024 0.009 0.002
H 1.596305 0.119792 -4.648800 -0.007 -0.005 -0.018
H 0.119047 -0.837730 -4.850937 -0.003 -0.010 0.010
H -0.826287 2.726873 -4.842001 -0.003 0.003 0.008
H -0.722687 1.257176 -5.800067 -0.003 0.001 0.002
H 0.746132 2.130111 -5.345788 -0.001 0.002 -0.002
C -0.134716 -2.058950 -0.366193 0.060 0.038 0.048
H 0.363749 -2.880932 0.153357 -0.259 -0.122 0.069
H -0.878839 -2.374464 -1.098765 0.110 0.051 -0.105
```
Forces are in eV/Å.

The value obtained for the orbital gap is 0.2764 Eh. The value obtained for the LUMO energy is -5.1 eV. As for the charge: +1. For the highest occupied orbital energy, the calculation gives -12.587 eV.



Record 2
Here is one molecule with the formula C8H18NO2PS from the OMol25 dataset. Energies are from the ωB97M-V functional and the def2-TZVPD basis.

Geometry as XYZ:
```
31
Properties=species:S:1:pos:R:3:forces:R:3
C -0.768573 0.875560 -1.442251 5.865 2.118 3.571
C 0.421752 1.053651 -2.270089 -0.545 -1.292 0.085
C 2.771775 2.001067 0.955578 -0.458 -0.991 2.593
C -2.223007 -2.571547 1.750519 -3.052 0.765 1.667
C -2.544729 0.591885 -3.054541 -0.368 1.729 -0.419
C 2.925281 0.472376 0.917086 -1.423 -0.496 -3.102
C -2.205304 -1.131693 1.328209 1.169 -0.303 -2.752
C 2.268185 -0.523164 1.859081 -0.468 0.268 2.286
N -1.985474 0.698517 -1.752111 -7.028 -1.039 -2.225
O -0.487204 0.752826 -0.059444 -0.583 -1.402 -0.395
O 0.249603 -1.769132 -0.050255 -1.334 1.210 0.951
P -0.487328 -0.705945 0.738526 1.045 -0.428 -1.505
S 0.517132 -0.040397 2.388521 0.682 -0.198 0.374
H 0.275009 1.451263 -3.264289 -0.067 -0.209 -0.217
H 1.183289 1.576774 -1.762446 0.788 0.959 0.586
H 0.718697 -0.003720 -2.209517 0.956 -0.218 -1.167
H 3.377751 2.481630 1.730009 0.354 -0.235 -0.106
H 3.125479 2.265207 0.016097 0.350 1.226 -1.654
H 1.778740 2.360027 1.200512 -0.418 -0.151 -0.589
H -3.165078 -2.912451 2.308254 1.122 1.128 -0.275
H -2.269344 -3.233900 0.981673 0.811 -1.823 -2.470
H -1.405714 -2.663977 2.379285 1.594 -1.051 1.262
H -3.027037 1.679904 -3.098839 0.346 -2.140 -0.728
H -1.744577 0.551871 -3.863679 -1.002 -0.425 0.851
H -3.354559 -0.191412 -3.210700 1.001 0.987 0.332
H 3.986064 0.336746 0.708486 0.149 -0.736 0.594
H 2.448150 0.133677 -0.125674 0.901 0.821 1.936
H -2.364776 -0.562069 2.189736 -0.703 1.558 0.881
H -2.788469 -0.897918 0.405795 -0.231 0.075 1.090
H 2.112250 -1.501230 1.352620 0.531 0.546 0.712
H 2.662013 -0.574428 2.953847 0.016 -0.252 -2.166
```
Forces are in eV/Å.

The value obtained for the orbital gap (alpha / beta) is 0.2064 / 0.2555 Eh. Its expectation value of S² is 2.01. The value obtained for the LUMO energy (alpha / beta) is 0.8 / -2.3 eV. The multiplicity is 3. As for the charge: 0. For the highest occupied orbital energy (alpha / beta), the calculation gives -4.842 / -9.303 eV.



Record 3
Here is one molecule with the formula C8H18NO3PS from the OMol25 dataset. Energies are from the ωB97M-V functional and the def2-TZVPD basis.

Geometry as XYZ:
```
32
Properties=species:S:1:pos:R:3:forces:R:3
C 2.771288 -0.915286 0.657983 0.077 0.449 1.395
C 2.881429 -0.822741 -0.868412 -1.576 1.816 -0.192
C 1.379130 -1.505831 0.896323 -1.888 2.821 0.529
C 1.570113 -1.493745 -1.357200 0.906 -0.029 -0.734
C -2.788116 -1.364344 0.929684 0.685 -0.818 2.820
C -3.223660 0.626788 -0.682900 1.010 0.752 -0.259
C 0.029048 3.356170 0.368276 -2.206 -1.611 -0.285
C -2.223575 -0.418232 -0.094951 -3.104 -0.648 -2.453
N 0.633686 -1.235816 -0.323256 -1.471 3.004 0.365
O -0.117189 1.104985 -1.668570 0.516 -0.060 -0.476
O 2.386913 2.290316 0.520734 2.332 0.414 -0.682
O -1.234481 0.341626 0.471472 1.042 1.110 2.484
P 0.091837 0.546359 -0.327886 0.698 -2.505 -0.117
S 1.078323 2.035105 1.074772 -2.344 -0.450 0.163
H 3.363060 -1.702449 1.123408 1.042 0.560 -0.191
H 2.916680 0.092113 1.167190 0.047 -1.482 -0.625
H 2.887045 0.247184 -1.220417 -0.308 -0.707 0.591
H 3.762924 -1.177362 -1.289715 1.556 -1.180 -0.555
H 1.429277 -2.524729 1.093342 0.032 -2.074 -0.009
H 0.700143 -1.100374 1.685129 1.103 -0.019 0.099
H 1.146255 -1.106932 -2.297494 0.591 -0.504 0.082
H 1.690314 -2.585522 -1.302112 0.053 0.087 -0.773
H -2.850168 -0.943358 2.000593 -0.769 0.262 -1.745
H -3.679730 -2.039592 0.728023 1.272 1.123 -0.158
H -1.887030 -1.943709 1.183361 -0.402 -0.902 -0.450
H -3.707863 0.938944 0.247964 -0.319 0.653 -0.410
H -4.020814 0.310473 -1.430066 1.322 0.152 0.910
H -2.508736 1.477278 -1.083832 -1.996 -1.576 0.460
H -1.067081 3.154926 0.657656 1.602 0.640 0.429
H -0.094715 3.087687 -0.716665 1.053 1.179 0.649
H 0.466312 4.300295 0.737574 -0.432 -0.413 -0.640
H -1.780628 -1.030236 -0.879994 -0.126 -0.046 -0.223
```
Forces are in eV/Å.

The value obtained for the orbital gap is 0.3489 Eh. The value obtained for the LUMO energy is 0.5 eV. As for the charge: 0. For the highest occupied orbital energy, the calculation gives -9.021 eV.



Record 4
Here is one molecule with the formula C8H18NO3PS3 from the OMol25 dataset. Energies are from the ωB97M-V functional and the def2-TZVPD basis.

Geometry as XYZ:
```
34
Properties=species:S:1:pos:R:3:forces:R:3
S -0.925858 -3.962589 2.995504 -0.494 0.122 -0.547
N 1.431755 2.882140 -2.408053 1.459 -0.337 0.996
O 1.716658 0.644357 -2.473490 0.980 -0.071 1.492
O -3.258407 -2.175970 2.820634 -0.030 -0.178 -1.039
O -0.955388 -1.512534 1.558330 -2.583 -0.828 0.180
S 1.010303 0.793523 0.926873 0.270 -1.381 0.452
S -2.795414 -3.643405 0.146042 -0.517 0.521 1.449
C 1.783344 1.814124 -1.794286 -2.628 1.698 0.188
C 1.384993 3.031363 -3.861628 -1.802 -0.662 0.009
C 2.069487 -0.518465 -1.726295 2.074 -2.036 -2.696
C -4.282697 -3.200970 3.128500 1.852 -0.725 0.671
C -1.540452 -0.215547 1.599699 1.975 1.865 -0.124
C -0.788908 0.632707 0.541422 -0.496 2.397 -0.308
C 3.412882 1.964232 0.211809 -0.946 1.510 2.136
C 1.906224 1.934153 -0.186982 -0.006 0.635 -1.163
P -1.978650 -2.711549 1.941211 1.061 -2.201 1.759
H -1.912626 -2.996456 -0.552081 0.838 0.544 -0.861
H 0.330036 2.736270 -4.258819 1.774 0.269 0.570
H 1.464242 4.105067 -4.014147 0.159 -0.057 -0.398
H 2.163068 2.481735 -4.423995 -0.394 0.158 0.335
H 1.232352 -1.162296 -1.639311 -1.285 -0.039 1.240
H 2.741925 -0.422986 -0.859998 -0.782 0.267 -0.385
H 2.598500 -1.188243 -2.488728 0.109 1.062 0.858
H -3.778763 -4.193508 3.155981 -0.298 0.648 0.328
H -5.015859 -3.255696 2.386041 -0.998 0.338 -1.479
H -4.800977 -3.011604 4.071587 0.663 0.391 -0.026
H -2.564749 -0.157156 1.294853 -0.782 -0.443 -0.051
H -1.455950 0.191233 2.658834 0.072 -0.358 -1.377
H -1.025381 0.330831 -0.555520 0.420 0.414 1.980
H -1.156113 1.694728 0.780039 0.063 -1.378 -1.008
H 3.817910 2.963199 0.043787 -0.504 0.377 0.053
H 3.641934 1.774402 1.303912 -0.508 -0.209 -1.258
H 4.033159 1.438166 -0.421085 1.114 -2.003 -1.121
H 1.497425 2.916745 0.099363 0.171 -0.308 -0.855
```
Forces are in eV/Å.

The value obtained for the orbital gap is 0.3262 Eh. The value obtained for the LUMO energy is 0.3 eV. As for the charge: 0. For the highest occupied orbital energy, the calculation gives -8.592 eV.



no.,total energy (eV)
1,-22439.86592
2,-34292.29875
3,-36343.46179
4,-58013.64957